1.
62
Properties=species:S:1:pos:R:3:forces:R:3:mulliken_charge:R:1 method="wB97M-V/def2-TZVPD" total_charge=0 orbital_gap_ha=0.2646 homo_energy_ev=-8.82
Ag -0.064 -1.157 -0.779 -0.13 -0.47 0.62 1.026
C -2.002 -4.066 1.922 1.00 -0.42 -0.28 -1.207
C -1.165 -2.975 1.295 -0.55 0.30 0.80 0.686
O -1.243 -2.879 0.039 0.35 0.24 -1.07 -0.454
O -0.563 -2.207 2.059 0.48 0.41 -0.10 -0.714
H -2.172 -4.821 1.179 -0.34 -0.47 -0.25 0.312
H -2.929 -3.645 2.243 -0.68 0.25 0.30 0.275
H -1.468 -4.501 2.762 -0.10 0.06 0.18 0.342
C 0.007 -4.046 -3.330 0.06 0.21 -0.05 -0.336
C -1.257 -4.085 -2.926 -0.89 -0.50 2.03 -0.276
C -2.199 -2.944 -3.136 0.78 0.62 -0.43 0.501
O -3.366 -3.051 -2.853 -0.19 0.19 -0.03 -0.575
C -1.603 -1.623 -3.642 0.02 -2.46 0.02 -0.420
C -0.331 -1.663 -4.098 -0.60 3.05 1.14 -0.181
C 0.520 -2.850 -4.015 2.21 -1.20 -1.14 0.488
O 1.680 -2.932 -4.466 -2.10 1.01 0.68 -0.603
H 0.824 -4.752 -3.189 -0.60 -0.28 0.26 0.409
H -1.712 -4.776 -2.152 0.80 0.26 -1.43 0.229
H -2.344 -0.827 -3.593 0.69 0.30 -0.20 0.452
H 0.147 -0.657 -4.219 -0.14 -1.17 -0.66 0.271
C 5.007 -0.017 1.922 -2.36 -0.25 -2.20 -0.430
C 4.244 -0.192 0.823 0.71 -0.19 0.88 -0.357
C 2.895 -0.784 0.917 0.86 0.34 -0.42 0.322
O 2.282 -0.797 -0.137 -0.97 -0.31 -0.18 -0.646
C 2.377 -1.227 2.212 0.17 1.22 1.34 -0.222
C 3.172 -1.021 3.310 -2.71 -1.21 -1.06 -0.225
C 4.513 -0.503 3.200 1.50 0.00 0.45 0.137
O 5.298 -0.522 4.127 -0.16 0.00 0.67 -0.575
H 5.911 0.496 1.888 1.59 0.53 0.12 0.532
H 4.497 0.034 -0.209 0.32 0.27 0.26 0.477
H 1.288 -1.427 2.209 0.63 -0.60 0.31 0.278
H 2.805 -1.294 4.306 0.27 0.23 -0.33 0.510
C 1.285 4.017 -0.080 -0.81 -0.25 0.38 -1.272
C 1.583 2.515 -0.051 -1.81 0.47 0.18 -0.344
O 0.477 1.891 0.757 1.30 0.50 0.06 0.125
C 0.715 1.911 2.092 1.91 0.50 -0.37 0.384
O 1.738 2.256 2.658 -0.32 -0.09 -0.97 -0.627
O -0.320 1.467 2.719 -1.51 -1.19 1.32 -0.253
C -0.108 1.146 4.132 0.00 0.38 0.00 -0.579
H 2.034 4.638 -0.572 -0.11 -0.20 -0.13 0.372
H 1.056 4.442 0.902 0.84 -0.33 0.31 0.334
H 0.291 4.130 -0.503 0.05 0.13 -0.90 0.218
H 2.502 2.288 0.426 0.85 -0.28 0.39 0.518
H 1.512 2.054 -1.052 -0.06 0.16 0.61 0.289
H -1.072 0.753 4.495 0.54 0.35 -0.22 0.242
H 0.246 2.045 4.659 -0.52 -0.21 -0.16 0.295
H 0.689 0.409 4.283 -0.30 -0.04 -0.49 0.141
C -3.082 1.260 0.755 0.41 -0.93 0.49 -0.630
C -3.407 1.132 -0.664 0.00 0.17 -2.51 -0.162
O -2.618 2.106 -1.530 -3.28 0.28 1.74 -0.385
C -1.454 1.788 -1.886 2.67 -0.44 -1.45 0.460
O -0.788 0.793 -1.668 -0.59 -0.17 0.36 0.064
O -0.886 2.680 -2.694 0.12 1.14 -0.94 -0.301
C -1.567 3.922 -3.014 1.72 1.02 1.94 -0.761
H -2.001 1.128 0.927 -0.52 0.27 0.20 -0.091
H -3.615 0.417 1.209 0.21 0.08 0.29 0.390
H -3.515 2.162 1.150 0.25 0.49 0.36 0.359
H -4.482 1.357 -0.869 1.03 -0.08 -0.13 0.272
H -3.106 0.194 -1.145 -0.43 -0.17 0.61 0.017
H -0.789 4.689 -3.307 -0.81 -1.24 0.08 0.253
H -2.019 4.279 -2.089 -0.01 0.20 -0.05 0.319
H -2.348 3.842 -3.712 -0.71 -0.52 -1.22 0.325

2.
58
Properties=species:S:1:pos:R:3:forces:R:3:mulliken_charge:R:1 method="wB97M-V/def2-TZVPD" total_charge=0 orbital_gap_ha=0.3480 homo_energy_ev=-9.45
C -1.810 2.947 -2.995 -0.05 0.03 0.23 -1.353
C -0.663 3.029 -1.973 -0.14 -0.55 -0.97 -0.767
C -0.046 1.658 -1.641 -1.06 0.81 0.19 0.159
Br 0.504 0.885 -3.356 0.21 -0.02 0.11 -0.092
C -1.018 0.748 -0.902 0.24 -0.22 0.17 0.878
C -2.185 1.258 -0.319 0.02 -0.40 -0.06 -0.499
C -3.120 0.440 0.318 0.23 -0.03 -0.10 -1.223
C -2.926 -0.928 0.413 0.17 -0.21 0.09 -0.437
C -1.758 -1.443 -0.123 -0.10 0.48 0.12 -0.144
C -0.824 -0.630 -0.749 0.11 0.22 0.04 1.364
C 0.313 -1.531 -1.126 -0.60 -0.24 0.11 -0.338
O 1.456 -1.284 -1.347 0.61 0.35 -0.29 -0.558
N -0.184 -2.876 -1.076 -0.07 0.03 0.24 0.499
C -0.404 -3.448 -2.422 0.80 -0.16 -0.18 -0.578
C 0.781 -4.310 -2.884 0.06 0.50 0.31 -0.772
C 1.433 -5.134 -1.800 -0.08 -0.15 -0.34 -0.495
Cl 0.233 -6.214 -1.031 0.12 -0.10 0.08 -0.210
C -1.284 -2.857 -0.176 -0.05 0.70 -0.50 -0.458
O -1.709 -3.786 0.430 -0.49 -0.73 0.17 -0.584
H -2.296 1.974 -3.019 -0.06 -0.10 0.09 0.339
H -1.407 3.122 -3.986 -0.08 0.03 -0.18 0.445
H -2.583 3.690 -2.807 -0.01 0.13 0.04 0.318
H 0.124 3.609 -2.436 -0.05 0.08 0.18 0.485
H -0.939 3.548 -1.062 -0.01 0.01 0.19 0.478
H 0.827 1.876 -1.034 0.38 -0.50 -0.12 -0.035
H -2.413 2.309 -0.363 0.07 0.13 -0.13 0.383
H -4.007 0.897 0.729 -0.10 -0.03 0.07 0.466
H -3.638 -1.588 0.886 -0.09 0.05 0.11 0.524
H -0.449 -2.607 -3.117 -0.31 0.02 -0.15 0.277
H -1.351 -3.973 -2.478 -0.08 -0.16 0.34 0.549
H 1.533 -3.603 -3.236 0.22 -0.11 -0.15 0.261
H 0.493 -4.944 -3.718 -0.14 -0.04 -0.11 0.425
H 1.893 -4.514 -1.043 -0.18 0.10 0.25 0.257
H 2.206 -5.757 -2.237 0.04 -0.16 0.02 0.445
O -4.328 -1.007 4.019 0.04 0.11 -0.10 -0.585
C -3.202 -1.199 4.374 -0.21 -0.24 0.07 0.447
O -2.140 -1.007 3.557 0.07 0.08 -0.01 -0.218
C -0.926 -1.417 4.210 0.13 -0.06 0.09 -0.454
C -1.238 -1.362 5.700 -0.09 -0.05 0.08 -0.516
C -2.727 -1.708 5.722 0.40 0.28 0.00 -0.420
H -0.679 -2.426 3.873 -0.03 -0.01 0.00 0.269
H -0.125 -0.742 3.919 -0.08 0.04 -0.12 0.322
H -0.615 -2.028 6.293 0.00 -0.04 -0.06 0.328
H -1.092 -0.346 6.071 0.02 0.00 -0.01 0.265
H -2.899 -2.784 5.765 -0.08 0.00 0.01 0.268
H -3.264 -1.215 6.527 -0.18 -0.13 -0.03 0.299
O 1.619 4.551 -1.464 0.54 0.33 0.20 -0.583
C 2.754 4.258 -1.211 -0.20 -0.20 0.03 0.525
O 3.758 4.404 -2.100 0.04 0.05 0.01 -0.351
C 4.981 3.868 -1.566 0.15 -0.06 0.08 -0.443
C 4.791 3.876 -0.054 -0.07 -0.04 0.08 -0.529
C 3.286 3.648 0.073 0.39 0.25 -0.01 -0.388
H 5.117 2.860 -1.963 -0.03 -0.01 0.01 0.271
H 5.810 4.490 -1.893 -0.09 0.06 -0.11 0.313
H 5.401 3.134 0.458 -0.01 -0.04 -0.06 0.337
H 5.049 4.858 0.346 0.02 0.00 -0.02 0.263
H 3.033 2.587 0.085 -0.07 0.00 0.02 0.185
H 2.854 4.142 0.938 -0.18 -0.11 -0.02 0.385

3.
57
Properties=species:S:1:pos:R:3:forces:R:3:mulliken_charge:R:1 method="wB97M-V/def2-TZVPD" total_charge=-1 de_lowest_kj_mol=2166.0 orbital_gap_ha="0.2020 / 0.2043" homo_energy_ev="-4.38 / -4.26"
Pd 1.645 1.153 -0.703 -0.29 0.69 0.23 -0.900
C -0.041 1.956 -1.946 -0.01 -0.71 1.79 -1.146
Si -1.006 0.597 -1.053 0.53 -0.39 -0.65 0.266
C 0.360 -2.032 -0.528 0.43 0.05 -0.12 -0.818
N 1.721 -2.539 -0.529 -0.02 0.13 -0.34 0.352
C 2.010 -3.898 -0.906 0.01 0.07 0.24 -0.958
C 2.036 -4.853 0.309 -0.04 0.08 -0.04 -0.614
C 2.364 -4.060 1.580 0.07 -0.04 -0.05 -0.657
C 3.364 -2.948 1.272 -0.17 0.03 0.07 -0.831
C 2.703 -1.919 0.332 0.03 -0.24 -0.13 -0.491
C -0.854 1.131 0.854 -3.58 2.10 0.94 1.514
C 0.315 1.668 1.001 -0.48 -6.08 -3.80 0.158
C 0.446 3.617 2.452 1.60 2.55 3.11 0.036
C -0.581 3.861 3.211 -2.43 -4.08 -1.63 -0.839
C -1.706 2.781 2.852 -0.02 0.23 -0.17 -0.648
C -1.854 1.803 1.864 0.69 0.63 0.54 -0.489
C -2.799 0.468 -1.574 0.03 -0.06 0.05 0.676
C -3.753 1.388 -1.140 0.12 0.02 -0.04 -0.398
C -5.082 1.271 -1.518 -0.02 0.02 0.03 -0.691
C -5.475 0.239 -2.358 0.02 -0.01 -0.02 -0.420
C -4.532 -0.663 -2.829 -0.01 0.01 -0.02 -0.596
C -3.208 -0.549 -2.437 0.01 0.07 0.01 -0.132
H -0.263 2.994 -1.721 0.07 0.08 -0.21 0.278
H 0.422 1.778 -2.912 -0.19 0.01 -0.11 0.356
H -0.325 -2.850 -0.745 -0.12 0.04 0.15 0.414
H 0.111 -1.654 0.466 -0.11 -0.14 0.05 0.335
H 2.993 -3.912 -1.395 -0.04 -0.09 -0.06 0.382
H 1.275 -4.224 -1.643 0.05 -0.02 -0.04 0.403
H 2.788 -5.631 0.143 -0.03 -0.03 0.02 0.368
H 1.068 -5.346 0.425 0.02 -0.04 0.00 0.309
H 2.753 -4.730 2.350 -0.04 0.03 0.04 0.435
H 1.449 -3.607 1.972 0.00 -0.02 0.02 0.248
H 4.260 -3.373 0.808 0.01 0.00 0.01 0.367
H 3.675 -2.450 2.192 0.11 0.01 -0.04 0.395
H 3.482 -1.420 -0.266 0.02 0.11 0.13 0.112
H 2.202 -1.154 0.933 0.00 0.03 -0.02 0.229
H 1.793 2.496 0.369 2.19 -1.32 -4.30 0.473
H 1.304 3.926 0.584 -0.26 2.70 -1.28 0.646
H -0.687 4.614 3.980 -0.30 0.15 -0.24 0.425
H -2.614 2.847 3.450 -0.07 0.32 -0.15 0.330
H -2.876 1.455 1.786 0.14 -0.49 0.06 0.443
H -3.453 2.204 -0.490 -0.06 0.00 0.02 0.426
H -5.816 1.975 -1.144 0.01 0.02 -0.02 0.359
H -6.515 0.137 -2.643 0.00 0.00 0.00 0.352
H -4.835 -1.472 -3.482 0.01 0.00 0.00 0.358
H -2.484 -1.275 -2.788 -0.04 -0.06 0.03 0.185
Cl 1.230 2.769 1.486 2.90 3.50 4.41 -0.265
C 2.707 2.487 2.076 2.12 -0.87 0.07 -0.684
Cl 3.833 1.503 1.038 -0.93 0.44 0.35 -0.127
C 1.574 4.889 -0.276 -0.63 -0.48 1.02 -0.058
O 0.945 5.840 0.128 0.43 0.35 -0.81 -0.565
O 2.317 4.376 -1.079 0.23 0.59 -0.34 -0.489
H 3.261 2.799 2.938 -0.97 0.26 0.60 0.483
I -2.845 -1.836 1.087 0.02 0.03 0.17 -0.611
C 0.157 -0.899 -1.556 -0.47 0.43 0.72 -0.573
H 1.170 -0.432 -1.739 -0.50 -0.65 -0.23 0.419
H -0.131 -1.291 -2.536 -0.02 0.06 -0.05 0.470

4.
58
Properties=species:S:1:pos:R:3:forces:R:3:mulliken_charge:R:1 method="wB97M-V/def2-TZVPD" total_charge=+2 de_lowest_kj_mol=127.8 orbital_gap_ha="0.2788 / 0.2787" homo_energy_ev="-14.29 / -14.29"
Co -0.022 0.005 -0.326 -0.03 -0.32 0.25 -0.849
C 5.083 -1.657 1.228 0.00 -0.04 0.00 -0.856
C 5.164 -1.494 -0.277 0.02 0.01 -0.01 -0.467
N 3.897 -1.183 -0.973 -0.04 -0.08 0.02 -0.179
C 2.819 -0.543 -0.543 -0.02 -0.15 0.03 0.524
S 1.633 -0.092 -1.806 -0.14 0.46 -0.18 -0.525
N 2.593 -0.214 0.712 0.12 0.09 -0.32 -1.007
N 1.465 0.556 0.684 -0.08 -0.32 0.32 1.373
C 1.347 1.651 1.341 0.13 0.02 -0.03 0.682
C 2.345 2.157 2.320 0.01 0.01 -0.03 -1.733
C 0.229 2.464 0.830 -0.02 0.04 -0.01 0.467
C -0.062 3.743 1.253 0.00 -0.04 -0.02 -0.874
C -0.955 4.505 0.503 0.01 0.03 0.01 -0.470
C -1.486 3.974 -0.654 0.00 -0.01 -0.02 -0.997
C -1.171 2.667 -1.004 0.04 0.07 0.03 -0.164
N -0.365 1.916 -0.262 0.05 0.01 0.08 0.741
H 6.071 -1.948 1.580 -0.01 -0.02 0.00 0.381
H 4.380 -2.442 1.509 -0.02 0.01 0.00 0.269
H 4.800 -0.738 1.730 0.01 0.01 0.00 0.154
H 5.504 -2.430 -0.719 0.04 0.03 -0.03 0.351
H 5.893 -0.726 -0.544 -0.03 0.04 0.04 0.317
H 3.917 -1.350 -1.968 -0.01 -0.05 0.01 0.248
H 3.012 1.358 2.629 0.00 0.00 -0.01 0.333
H 1.844 2.576 3.194 0.00 0.00 0.01 0.492
H 2.940 2.954 1.867 0.00 0.00 0.00 0.356
H 0.423 4.153 2.127 0.00 0.00 0.00 0.445
H -1.195 5.515 0.807 -0.01 0.00 0.00 0.471
H -2.140 4.549 -1.292 0.00 0.00 0.00 0.485
H -1.563 2.228 -1.907 -0.04 -0.02 0.01 0.833
O -0.920 -0.359 1.562 -0.46 -0.07 -0.18 -0.354
C -0.613 -1.653 2.116 0.33 0.12 0.16 -0.646
C -0.323 -2.583 0.986 -0.08 -0.02 -0.03 0.634
C -0.483 -3.948 1.146 0.02 0.02 0.00 -1.006
C -0.213 -4.789 0.082 -0.01 -0.01 0.00 -0.365
C 0.189 -4.226 -1.120 0.03 0.02 0.02 -0.922
C 0.326 -2.856 -1.205 0.09 -0.06 0.03 -0.197
N 0.092 -2.032 -0.167 0.04 0.07 0.09 0.545
H -0.885 0.285 2.280 -0.05 0.16 -0.14 0.331
H -1.450 -2.009 2.716 -0.02 0.00 -0.03 0.534
H 0.273 -1.573 2.753 -0.02 0.01 0.02 0.328
H -0.825 -4.339 2.095 0.00 0.00 0.00 0.520
H -0.332 -5.859 0.181 0.00 0.00 0.00 0.451
H 0.398 -4.835 -1.988 -0.01 0.00 0.00 0.477
H 0.651 -2.389 -2.122 -0.01 0.02 0.00 0.492
N -1.785 -0.515 -1.296 0.13 -0.15 0.14 -0.029
C -2.975 0.313 -1.425 0.04 0.09 -0.10 -0.298
C -3.662 0.693 -0.283 0.02 0.00 -0.02 -0.121
C -4.778 1.508 -0.405 0.00 0.02 0.00 -0.834
C -5.194 1.943 -1.657 0.00 0.00 0.00 -0.575
C -4.500 1.551 -2.792 -0.01 0.01 0.00 -0.723
C -3.386 0.729 -2.680 -0.01 -0.04 0.01 -0.002
H -1.565 -0.926 -2.200 0.02 0.07 -0.03 0.305
H -2.036 -1.303 -0.703 -0.07 -0.05 -0.09 0.475
H -3.331 0.354 0.691 -0.01 -0.01 0.01 0.432
H -5.327 1.800 0.480 0.00 0.00 0.00 0.427
H -6.068 2.573 -1.748 0.00 0.00 0.00 0.449
H -4.830 1.873 -3.771 0.00 0.00 0.00 0.435
H -2.850 0.414 -3.569 0.00 0.00 0.00 0.435

| no. | strongest force on any atom (eV Å⁻¹) | energy (eV) |
| --- | --- | --- |
| 1 | 3.73 | -51818.1060 |
| 2 | 1.35 | -119592.8582 |
| 3 | 7.19 | -73319.4747 |
| 4 | 0.52 | -82689.4866 |